[1]
# C4H11N3

A structure of composition C4H11N3 in a non-equilibrium geometry (the ωB97M-V functional and the def2-TZVPD basis, the Open Molecules 2025 dataset).

Geometry as XYZ:
```
18
Properties=species:S:1:pos:R:3
C 1.2884 -2.4960 -0.5817
C 0.5433 -0.6798 -0.8506
C 0.3643 0.5255 0.1573
C -0.8476 1.4723 0.0226
N 0.0828 -2.1091 -0.4110
N 1.8245 -1.3241 -0.9867
N -1.4040 1.8759 1.3009
H 1.4652 -3.5824 -0.6913
H 0.0329 -0.5435 -1.7883
H 1.4003 1.0603 0.1052
H 0.2965 -0.0250 1.1457
H -0.7249 2.3855 -0.6442
H -1.5940 0.9126 -0.5861
H -0.8146 -2.6221 -0.1898
H 2.6725 -0.8877 -0.9213
H -0.7390 2.4548 1.9148
H -1.7207 0.9798 1.8214
H -2.1257 2.6029 1.1831
```

Summary:
HOMO level   -0.70544 hartree
Kohn-Sham gap   0.4391 Ha
Total charge   +2
ΔE to the lowest compared entry with this formula, charge and spin   124.01 kJ/mol
Lowest unoccupied orbital energy   -7.246 eV
Spin multiplicity   1

natural (NBO) atomic charge list, values in e, 5 entries:
1 C 0.39
2 C 0.16
3 C -0.47
4 C -0.26
5 N -0.52

***

[2]
# C4H11N3

A cluster of 2 separate species, C4H11N3 in total in a non-equilibrium geometry (the ωB97M-V functional and the def2-TZVPD basis, the Open Molecules 2025 dataset).

Geometry as XYZ:
```
18
Properties=species:S:1:pos:R:3
C 1.9321 -0.9970 -0.4338
C -1.8373 0.5513 0.4170
C 1.5592 -2.6128 -2.1535
C -2.3514 2.5494 1.6289
N 1.9744 -2.3484 -0.9923
N 2.9484 -0.3218 -0.3943
N -2.6608 1.4303 0.8922
H -0.8137 0.5427 0.8939
H -2.0338 -0.2874 -0.2881
H 1.3838 -3.5815 -2.5582
H 1.4099 -1.7084 -2.7423
H -2.8213 2.5178 2.5792
H -1.3502 2.4304 2.0490
H -2.5140 3.4019 1.0647
H 2.0339 -2.9008 -0.1205
H 2.9239 0.5141 0.1441
H 3.8695 -0.5020 -0.6227
H -3.6524 1.3221 0.6367
```

Summary:
HOMO level   -0.62770 hartree
Kohn-Sham gap   0.3359 Ha
Total charge   +2
ΔE to the lowest compared entry with this formula, charge and spin   283.18 kJ/mol
Lowest unoccupied orbital energy   -7.939 eV
Spin multiplicity   1

natural (NBO) atomic charge list, values in e, 5 entries:
1 C 0.23
2 C 0.12
3 C 0.10
4 C -0.45
5 N -0.47

***

[3]
# C4H11N3O

The molecule C4H11N3O in a non-equilibrium geometry (the ωB97M-V functional and the def2-TZVPD basis, the Open Molecules 2025 dataset).

Geometry as XYZ:
```
19
Properties=species:S:1:pos:R:3
C -1.9876 -0.2457 0.5717
C -1.1890 -0.8545 -0.6634
C 1.4144 -0.2476 0.9204
C 1.9711 0.8813 -0.0048
H -2.9558 1.4786 -0.2580
H -1.3220 1.6862 0.0562
H -1.4833 -0.3169 1.5877
H -3.0015 -0.6175 0.7353
H -1.7415 -1.0321 -1.5240
H 1.7401 -1.9035 -0.2760
H 0.6128 0.0275 1.5966
H 2.3423 -0.5126 1.5442
H 2.7227 0.4182 -0.6178
H 2.3225 1.6053 0.7574
H 0.6342 0.8346 -1.1965
N -2.1341 1.1614 0.2969
N -0.0097 -1.3468 -0.7716
N 0.9613 -1.4613 0.2136
O 0.8943 1.5823 -0.6901
```

Summary:
Structure (SMILES)   NC/C=N\NCCO
HOMO level   -0.29993 hartree
Kohn-Sham gap   0.3365 Ha
ΔE to the lowest compared entry with this formula, charge and spin   362.72 kJ/mol
Lowest unoccupied orbital energy   0.994 eV
Spin multiplicity   1

natural (NBO) atomic charge list, values in e, 5 entries:
1 C -0.29
2 C 0.05
3 C -0.26
4 C -0.10
5 H 0.37

***

[4]
# C4H11N3O

The molecule C4H11N3O in a non-equilibrium geometry (the ωB97M-V functional and the def2-TZVPD basis, the Open Molecules 2025 dataset).

Geometry as XYZ:
```
19
Properties=species:S:1:pos:R:3
C 0.9685 -0.0270 0.0287
C 1.3309 0.7829 1.2624
C 1.4425 0.6046 -1.2693
N -0.4923 -2.4242 0.1604
C -1.1708 -1.3345 0.1181
N -1.4939 1.0173 -0.2399
O -2.5108 -1.4213 0.0903
N -0.6339 -0.0853 -0.0099
H -2.8459 -0.5176 0.0001
H -1.1590 -3.1790 0.3461
H 1.4434 -1.0069 0.1149
H -1.9471 1.0066 -1.1523
H -1.9264 1.3701 0.6103
H 0.8834 1.7805 1.2397
H 2.5343 0.7051 -1.2655
H 0.9795 0.2790 2.1680
H 2.4197 0.8830 1.3423
H 1.1706 -0.0291 -2.1192
H 1.0072 1.5958 -1.4252
```

Summary:
Structure (SMILES)   [H]/N=C(\O)N(N)C(C)C
HOMO level   -0.31613 hartree
Kohn-Sham gap   0.3354 Ha
ΔE to the lowest compared entry with this formula, charge and spin   216.36 kJ/mol
Lowest unoccupied orbital energy   0.524 eV
Spin multiplicity   1

natural (NBO) atomic charge list, values in e, 5 entries:
1 C -0.02
2 C -0.62
3 C -0.63
4 N -0.81
5 C 0.68

***

> Which of these has the lowest ΔE to the lowest compared entry with this formula, charge and spin?

number 1